[1]
Here is a molecular structure, C9H21AlN3O7P at a distorted geometry from OMol25. Energies are from ωB97M-V/def2-TZVPD.

```
42
Properties=species:S:1:pos:R:3:forces:R:3:nbo_charge:R:1
Al 0.316 0.788 0.186 0.1 -0.3 0.4 1.13
P 1.687 1.797 3.153 -0.3 -4.0 -1.9 2.32
O 0.537 2.509 2.442 -2.1 0.3 -1.8 -0.66
O 1.153 1.893 4.625 0.3 -0.7 0.8 -0.43
O 2.573 3.052 3.071 2.3 1.4 0.2 -0.47
O 2.021 0.485 2.446 -0.4 2.7 2.0 -0.99
C 0.517 -3.271 -0.053 -1.0 -1.1 0.2 0.55
O 0.598 -2.126 0.349 0.3 1.1 0.3 -0.68
N -0.010 -4.299 0.685 1.7 0.7 -3.1 -0.42
C -0.066 -5.671 0.141 -0.1 0.6 0.0 -0.42
C -0.273 -4.133 2.054 -2.1 -0.8 1.3 -0.43
H 0.797 -3.530 -1.086 0.0 -0.2 0.2 0.13
H -1.049 -6.076 0.379 0.3 -0.3 0.4 0.21
H 0.783 -6.251 0.501 -0.3 -0.3 0.3 0.21
H -0.023 -5.737 -0.946 0.2 0.7 0.0 0.22
H -1.319 -4.411 2.182 -0.5 0.0 0.2 0.19
H 0.208 -4.928 2.625 0.7 0.6 0.4 0.21
H -0.258 -3.109 2.425 0.9 -0.2 -0.2 0.25
C -3.146 -1.389 -0.512 -1.2 0.4 -0.5 0.55
O -2.180 -0.635 -0.472 0.4 -0.1 -0.1 -0.69
N -4.203 -1.263 -1.350 0.8 1.1 0.1 -0.41
C -5.391 -2.071 -1.195 0.0 -0.9 -1.5 -0.42
C -4.160 -0.369 -2.532 -0.7 -0.2 0.4 -0.42
H -3.321 -2.255 0.145 0.4 0.2 0.4 0.12
H -5.365 -2.842 -1.966 0.1 -0.4 -0.1 0.19
H -6.266 -1.512 -1.524 -0.1 0.3 0.9 0.22
H -5.482 -2.605 -0.249 0.0 0.6 0.1 0.22
H -5.176 -0.091 -2.810 -0.1 -0.2 0.2 0.21
H -3.683 0.594 -2.348 0.5 -0.5 0.1 0.23
H -3.759 -0.920 -3.383 0.4 0.2 0.0 0.21
C 2.548 3.827 -0.113 1.7 2.5 0.1 0.55
O 1.928 3.067 -0.805 -1.2 -1.8 -0.7 -0.66
N 3.395 4.800 -0.563 -0.1 0.6 1.2 -0.41
C 4.219 5.546 0.443 -0.5 -0.5 -1.0 -0.41
C 3.847 4.985 -1.927 1.2 -0.8 -0.9 -0.44
H 2.481 3.896 0.984 -0.2 -0.3 0.0 0.12
H 5.197 5.066 0.461 0.1 0.2 0.3 0.20
H 3.742 5.561 1.423 0.1 -0.2 -0.1 0.22
H 4.337 6.578 0.113 -0.1 -0.1 0.0 0.22
H 4.198 5.974 -2.220 -1.0 0.6 0.6 0.22
H 4.817 4.504 -2.052 0.1 -0.8 0.2 0.20
H 3.232 4.574 -2.728 -0.4 0.1 0.5 0.24
```
Forces are in eV/Å.

Computed properties:
E = -1629.875493 Ha
E_HOMO (alpha / beta) = -11.95 / -11.94 eV
expectation value of S² = 1.76
LUMO (alpha / beta) = -7.077 / -7.895 eV
2S+1 = 2
charge = +1

=====

[2]
Here is 31 unconnected molecules or ions with the total composition C9H77N2O34 at a distorted geometry from OMol25. Energies are from ωB97M-V/def2-TZVPD.

```
122
Properties=species:S:1:pos:R:3:forces:R:3:lowdin_charge:R:1
C 0.192 -3.160 -0.862 -1.4 -1.0 -0.1 -0.12
C -0.250 -1.867 0.063 -0.3 -1.1 0.7 -0.20
C -1.490 -1.125 -0.707 0.2 -3.7 -1.0 -0.12
N -1.547 0.393 -0.565 3.1 -0.6 1.0 -0.29
C -1.500 0.694 0.912 -0.7 0.4 3.9 -0.09
C -1.976 2.177 1.391 -0.6 -0.2 1.4 -0.16
O -0.797 2.989 1.838 -2.1 0.7 -2.4 -0.16
C -0.297 1.083 -1.159 2.0 1.5 -2.2 -0.03
C -0.448 1.442 -2.762 1.6 1.9 -0.2 -0.16
O -0.753 0.290 -3.626 -2.9 1.7 -1.2 -0.14
C -1.902 0.549 -4.514 -4.6 -5.0 1.7 -0.11
O -2.947 -0.315 -4.407 7.0 5.8 -0.9 -0.06
N -2.579 0.990 -1.271 -8.3 -1.1 1.1 0.13
C -3.826 0.603 -0.910 -3.6 -2.6 3.0 0.05
O -5.022 0.166 -0.445 10.2 4.1 -4.4 0.08
H 0.785 -2.880 -1.831 -0.9 -0.3 2.1 0.08
H -0.832 -3.656 -1.225 2.4 1.3 0.8 0.07
H 0.721 -4.017 -0.220 -1.1 2.4 -1.5 0.09
H -0.677 -2.334 1.075 0.9 1.1 -2.2 0.10
H 0.634 -1.172 0.383 -1.5 -1.3 -1.0 0.10
H -2.459 -1.674 -0.277 1.9 2.0 -0.8 0.13
H -1.434 -1.483 -1.844 -0.1 1.6 2.3 0.16
H -2.195 -0.090 1.484 1.3 1.6 -1.6 0.17
H -0.422 0.542 1.405 -2.3 0.2 -1.7 0.17
H -2.657 2.771 0.653 1.5 -1.2 1.2 0.13
H -2.623 2.026 2.383 1.3 0.2 -2.3 0.14
H -0.934 3.891 1.400 0.2 -1.7 1.2 0.12
H 0.683 0.467 -1.049 -2.2 0.6 0.1 0.16
H -0.081 2.132 -0.631 -0.9 -2.4 -1.0 0.17
H -1.141 2.392 -2.969 1.4 -2.4 0.6 0.12
H 0.639 1.808 -3.097 -2.2 -0.7 1.0 0.14
H -1.908 1.427 -5.318 0.4 -1.8 1.9 0.18
O -0.610 -4.229 2.501 -0.3 0.5 0.0 -0.07
H -0.298 -4.315 3.414 0.0 -0.5 0.1 0.01
H -1.573 -4.309 2.575 0.3 -0.1 0.0 0.04
O 0.562 -5.499 4.894 0.1 -0.6 0.0 -0.06
H 0.216 -6.377 4.673 -0.2 0.3 -0.1 0.03
H 1.372 -5.686 5.392 -0.2 0.5 0.1 0.01
O -4.405 3.988 2.246 -0.3 0.0 -0.3 -0.06
H -4.953 4.730 2.541 0.2 -0.2 0.0 0.05
H -4.977 3.504 1.631 0.1 0.2 0.3 0.04
O 1.058 2.032 4.044 -0.2 -0.1 -0.4 -0.06
H 0.733 2.381 3.201 0.0 0.0 0.3 -0.01
H 0.394 2.320 4.689 0.3 0.1 0.0 -0.02
O 1.161 4.989 1.828 0.0 -0.4 0.0 -0.06
H 0.815 4.111 1.607 0.5 0.3 0.2 -0.01
H 1.971 4.802 2.326 -0.1 0.2 -0.1 0.04
O 2.955 -4.732 6.391 0.3 -0.1 -0.3 -0.06
H 3.378 -3.907 6.674 -0.1 -0.1 -0.1 0.02
H 3.535 -5.063 5.688 0.0 0.2 0.3 0.05
O -1.970 -6.651 3.618 -0.4 -0.1 0.1 -0.05
H -2.549 -7.041 4.289 0.2 0.1 -0.2 0.06
H -2.401 -6.873 2.779 0.1 -0.2 0.1 0.02
O -0.649 4.534 -2.983 -0.4 -0.1 -0.1 -0.07
H -0.974 4.884 -3.826 0.1 0.0 0.3 0.05
H -1.313 4.822 -2.338 0.3 0.2 -0.2 0.05
O -0.626 3.041 6.127 -0.6 0.2 0.2 -0.05
H -0.513 3.541 6.950 0.2 -0.2 -0.2 0.08
H -1.568 3.136 5.923 0.2 0.2 0.0 0.06
O 2.844 -3.542 -0.159 0.5 0.2 -0.2 -0.08
H 3.267 -2.718 0.125 0.1 -0.5 0.1 0.02
H 3.423 -3.873 -0.862 0.1 0.1 0.3 0.02
O -2.027 -7.407 0.666 -0.4 0.4 -0.1 -0.08
H -1.687 -7.581 -0.224 0.0 0.1 0.6 0.04
H -1.356 -6.832 1.064 0.1 -0.3 -0.4 0.01
O -2.728 -3.877 -0.560 -0.7 0.3 0.2 -0.07
H -3.147 -4.738 -0.414 -0.1 -0.2 0.0 0.02
H -3.471 -3.283 -0.747 0.1 -0.5 -0.1 0.04
O 4.922 -2.465 1.672 -0.4 0.3 -0.1 -0.06
H 4.115 -2.495 2.208 0.1 0.0 -0.1 0.02
H 5.011 -1.530 1.434 0.2 -0.2 0.4 0.02
O -2.516 0.045 -7.540 -0.2 0.0 0.3 -0.07
H -2.814 -0.498 -6.795 0.0 0.1 -0.2 0.02
H -3.181 0.747 -7.600 0.1 -0.1 0.0 0.00
O -4.831 2.015 -8.542 0.0 0.2 -0.4 -0.05
H -5.441 2.747 -8.717 0.1 -0.2 0.2 0.07
H -4.827 1.510 -9.368 0.0 0.1 0.2 0.07
O -2.037 3.087 -7.958 0.0 -0.2 -0.2 -0.07
H -2.937 2.970 -8.297 0.1 0.0 0.1 0.00
H -1.494 2.532 -8.538 -0.1 0.2 0.2 0.04
O -0.618 7.663 -3.096 0.1 -0.1 0.1 -0.07
H 0.226 7.608 -2.623 -0.1 -0.3 -0.3 0.04
H -0.377 7.509 -4.022 0.1 0.2 0.3 0.05
O 6.856 -0.174 1.943 0.2 0.0 -0.4 -0.07
H 7.110 -0.719 1.183 0.0 0.2 0.3 0.05
H 7.660 -0.133 2.481 -0.2 -0.1 0.0 0.02
O 4.290 -1.708 6.538 -0.4 0.0 0.0 -0.06
H 3.965 -1.358 5.695 0.1 -0.1 0.2 0.04
H 3.626 -1.420 7.183 0.3 0.0 -0.2 0.05
O 1.549 -1.928 2.812 -0.2 0.1 0.0 -0.05
H 1.129 -2.789 2.957 0.0 0.1 -0.2 0.02
H 0.806 -1.335 2.625 0.3 -0.3 0.2 0.01
O 2.469 6.016 4.843 -0.5 -0.2 -0.1 -0.06
H 2.050 5.155 4.988 0.2 0.2 0.0 0.03
H 1.727 6.610 4.655 0.3 -0.2 0.0 0.04
O 1.677 9.171 -4.129 -0.4 0.1 -0.1 -0.06
H 1.352 9.520 -4.973 0.2 0.0 0.3 0.05
H 1.013 9.459 -3.485 0.2 0.1 -0.3 0.03
O 0.582 -7.636 0.247 0.8 -0.2 -0.2 -0.05
H 0.836 -8.181 -0.513 0.0 0.2 0.3 0.05
H 1.387 -7.595 0.785 -0.3 0.1 -0.1 0.06
O -4.772 -6.157 -0.330 -0.5 -0.1 0.0 -0.06
H -5.663 -5.909 -0.039 0.3 0.0 -0.1 0.05
H -4.846 -7.103 -0.529 0.2 0.3 0.1 0.05
O -0.955 9.539 -0.499 0.5 -0.2 -0.1 -0.06
H -0.701 8.995 -1.260 -0.4 0.2 0.1 -0.01
H -0.151 9.581 0.039 -0.3 0.1 -0.1 0.04
O -2.157 0.684 5.204 0.1 0.2 -0.4 -0.05
H -1.817 0.510 4.313 0.0 0.0 0.4 0.02
H -1.487 1.259 5.602 0.0 -0.4 0.1 0.00
O 8.155 -1.050 4.270 -0.2 0.0 0.5 -0.06
H 8.468 -1.136 5.183 0.0 0.1 -0.4 0.05
H 7.193 -1.130 4.344 0.2 -0.1 -0.1 0.04
O 1.970 2.967 -4.807 -0.6 0.1 0.1 -0.06
H 1.422 3.710 -4.512 0.3 -0.1 0.0 0.02
H 1.398 2.484 -5.422 0.3 -0.1 -0.1 0.01
O 4.502 -4.121 -2.784 -0.3 -0.3 -0.3 -0.06
H 3.602 -4.238 -3.123 0.3 0.1 0.0 0.04
H 5.045 -4.676 -3.365 -0.1 0.2 0.3 0.05
O 1.225 0.221 -6.403 -0.5 0.0 0.0 -0.05
H 0.645 -0.168 -5.732 0.3 0.0 -0.1 0.02
H 0.793 0.000 -7.242 0.1 0.1 0.2 0.05
```
Forces are in eV/Å.

Computed properties:
E = -3056.181075 Ha
E_HOMO = -11.99 eV
LUMO = -4.452 eV
charge = +1

=====

[3]
Here is a molecular structure, C42H37HfN7O6PS from OMol25. Energies are from ωB97M-V/def2-TZVPD.

```
95
Properties=species:S:1:pos:R:3:forces:R:3:lowdin_charge:R:1
Hf -0.295 -0.056 0.423 -0.5 0.2 -0.2 1.49
N 2.120 -3.704 -1.096 0.0 0.0 0.0 0.07
C 1.288 -2.830 -0.467 -0.1 0.1 0.1 -0.87
S 0.394 -1.734 -1.481 -0.1 0.1 0.1 0.64
N 1.250 -2.899 0.830 0.2 -0.1 0.0 -0.02
N 0.448 -1.953 1.453 0.1 0.0 0.2 -0.13
C 0.362 -2.159 2.730 0.1 -0.1 0.0 -0.06
C -0.392 -1.423 3.710 -0.1 0.0 0.0 -0.17
C -0.252 -1.781 5.062 0.0 0.0 0.0 -0.03
C -0.998 -1.166 6.039 0.0 0.0 0.0 -0.07
C -1.932 -0.193 5.671 0.0 0.0 0.0 -0.05
C -2.097 0.171 4.351 -0.1 0.0 0.0 -0.02
C -1.313 -0.420 3.359 -0.1 0.0 0.0 -0.34
O -1.455 -0.067 2.087 0.5 0.0 0.0 -0.25
H 1.988 -3.848 -2.082 0.0 0.0 0.0 0.08
H 2.463 -4.480 -0.552 0.0 0.0 0.0 0.10
H 0.925 -3.014 3.103 0.0 0.0 0.0 0.13
H 0.455 -2.559 5.325 0.0 0.0 0.0 0.12
H -0.879 -1.444 7.077 0.0 0.0 0.0 0.11
H -2.541 0.280 6.431 0.0 0.0 0.0 0.11
H -2.821 0.921 4.057 0.0 0.0 0.0 0.12
O -5.377 1.067 -2.733 0.0 0.1 0.0 0.14
C -5.619 0.057 -1.910 0.1 -0.3 -0.2 -0.49
O -6.707 -0.435 -1.787 0.0 0.1 0.1 0.13
C -4.455 -0.511 -1.165 0.0 0.1 -0.1 -0.03
C -4.538 -1.621 -0.351 0.0 0.0 0.0 0.04
N -3.313 -1.833 0.159 0.0 -0.1 0.0 0.06
N -2.431 -0.940 -0.280 0.0 0.3 0.1 -0.03
C -3.107 -0.126 -1.082 0.2 0.0 0.1 -0.13
C -2.317 1.019 -1.623 0.0 -0.1 0.0 -0.50
O -2.752 1.772 -2.467 0.0 0.0 0.0 0.12
O -1.134 1.108 -1.070 0.1 0.0 -0.1 -0.21
H -4.431 1.341 -2.751 -0.1 0.0 0.1 0.07
H -5.384 -2.248 -0.123 0.0 0.0 0.0 0.15
H -3.014 -2.570 0.779 0.0 0.0 0.0 0.18
C 5.715 1.409 -2.130 0.0 0.0 0.0 0.03
N 4.302 1.513 -1.798 0.2 0.0 0.0 -0.03
N 3.771 0.947 -0.667 0.0 -0.1 0.1 0.08
C 2.425 0.935 -0.783 0.0 -0.1 -0.1 -0.39
O 1.695 0.528 0.193 -0.1 0.0 0.0 -0.24
C 2.100 1.444 -2.047 -0.1 0.0 0.0 0.06
C 3.288 1.786 -2.643 0.0 0.1 -0.1 -0.24
C 3.543 2.343 -3.998 0.0 0.0 0.0 0.01
C 4.515 0.616 0.504 0.0 0.0 0.1 -0.20
C 5.257 1.592 1.155 0.0 0.1 0.0 -0.02
C 5.951 1.257 2.306 0.0 -0.1 0.0 -0.06
C 5.878 -0.036 2.809 0.0 0.0 0.0 -0.07
C 5.112 -0.995 2.161 0.0 0.0 0.0 -0.06
C 4.429 -0.677 0.998 0.0 0.0 -0.1 0.01
H 6.254 1.011 -1.276 0.0 0.0 0.0 0.09
H 6.116 2.393 -2.368 0.0 0.0 0.0 0.10
H 5.860 0.742 -2.979 0.0 0.0 0.0 0.10
H 1.105 1.579 -2.434 0.0 0.0 0.0 0.12
H 2.598 2.612 -4.463 0.0 0.0 0.0 0.09
H 4.043 1.611 -4.635 0.0 0.0 0.0 0.10
H 4.171 3.233 -3.947 0.0 0.0 0.0 0.09
H 5.283 2.602 0.763 0.0 0.0 0.0 0.12
H 6.538 2.008 2.817 0.0 0.0 0.0 0.11
H 6.418 -0.295 3.710 0.0 0.0 0.0 0.11
H 5.053 -2.001 2.555 0.0 0.0 0.0 0.11
H 3.831 -1.416 0.480 0.0 0.0 0.0 0.11
C -2.924 5.201 3.733 0.0 0.0 0.0 -0.07
C -2.340 4.101 4.347 0.1 0.0 0.0 -0.07
C -1.354 3.380 3.692 0.0 0.0 0.0 -0.11
C -0.937 3.754 2.413 -0.1 0.0 -0.1 -0.34
C -1.529 4.857 1.802 0.1 0.0 0.0 -0.07
C -2.516 5.577 2.463 0.0 0.0 0.0 -0.07
P 0.289 2.680 1.584 -0.1 -0.3 0.0 1.10
C 1.039 3.704 0.277 0.0 0.1 0.1 -0.35
C 0.293 3.978 -0.871 0.0 0.0 0.0 -0.12
C 0.840 4.725 -1.904 0.0 0.0 0.0 -0.06
C 2.144 5.195 -1.810 0.0 0.0 0.0 -0.08
C 2.896 4.918 -0.677 0.0 0.0 0.0 -0.07
C 2.346 4.181 0.363 0.1 0.0 -0.1 -0.08
C 1.572 2.530 2.870 0.0 -0.1 0.0 -0.36
C 1.993 1.266 3.279 0.0 0.2 0.0 -0.09
C 2.905 1.125 4.316 0.0 0.0 0.0 -0.07
C 3.414 2.251 4.944 0.0 0.0 0.0 -0.07
C 3.007 3.516 4.540 0.0 0.0 0.0 -0.06
C 2.086 3.656 3.515 -0.1 0.0 0.1 -0.10
H -3.693 5.763 4.246 0.0 0.0 0.0 0.11
H -2.648 3.807 5.342 0.0 0.0 0.0 0.11
H -0.901 2.527 4.183 0.0 0.0 0.0 0.09
H -1.217 5.172 0.815 0.0 0.0 0.0 0.09
H -2.964 6.436 1.982 0.0 0.0 0.0 0.11
H -0.716 3.600 -0.971 0.0 0.0 0.0 0.10
H 0.241 4.936 -2.781 0.0 0.0 0.0 0.11
H 2.566 5.787 -2.613 0.0 0.0 0.0 0.11
H 3.906 5.298 -0.589 0.0 0.0 0.0 0.11
H 2.938 3.984 1.249 0.0 0.0 -0.1 0.09
H 1.606 0.380 2.794 0.0 -0.1 0.0 0.07
H 3.212 0.136 4.632 0.0 0.0 0.0 0.11
H 4.124 2.145 5.754 0.0 0.0 0.0 0.11
H 3.398 4.396 5.036 0.0 0.0 0.0 0.11
H 1.749 4.645 3.222 0.0 0.0 0.0 0.12
```
Forces are in eV/Å.

Computed properties:
E = -3245.084471 Ha
E_HOMO = -10.49 eV
LUMO = -2.643 eV
charge = +1

=====

[4]
Here is a single C18H18O2 molecule from OMol25. Energies are from ωB97M-V/def2-TZVPD.

```
38
Properties=species:S:1:pos:R:3:forces:R:3:nbo_charge:R:1
C -4.147 -2.812 1.341 0.0 -0.2 0.2 -0.41
C -4.481 -1.658 0.796 -0.1 0.0 -0.2 -0.15
C -4.102 -1.231 -0.590 0.0 0.0 0.2 -0.46
C -3.235 0.000 -0.519 0.0 0.0 -0.2 -0.04
C -3.751 1.264 -0.770 0.1 -0.1 0.0 -0.19
C -2.949 2.384 -0.672 0.2 0.2 0.1 -0.26
C -1.613 2.266 -0.306 -0.1 -0.3 0.0 0.30
O -0.866 3.403 -0.259 0.1 0.1 0.0 -0.67
C -1.079 1.001 -0.032 -0.1 0.1 0.0 -0.05
C 0.331 0.835 0.366 0.1 0.0 0.0 -0.10
C 0.881 1.568 1.416 0.0 -0.2 -0.1 -0.21
C 2.204 1.399 1.771 0.3 -0.1 0.0 -0.28
C 3.010 0.495 1.088 -0.3 0.1 -0.1 0.38
O 4.305 0.383 1.485 0.0 -0.1 0.1 -0.68
C 2.470 -0.267 0.046 0.2 -0.2 0.1 -0.10
C 3.324 -1.275 -0.689 -0.1 0.1 0.0 -0.48
C 4.437 -0.604 -1.441 -0.1 -0.1 0.0 -0.16
C 5.720 -0.880 -1.287 0.2 0.0 -0.1 -0.41
C 1.142 -0.079 -0.300 0.0 0.2 0.2 -0.18
C -1.903 -0.112 -0.152 -0.1 0.2 -0.1 -0.20
H -4.429 -3.073 2.347 -0.1 0.0 0.2 0.20
H -3.580 -3.552 0.799 0.1 -0.1 -0.2 0.19
H -5.045 -0.927 1.361 -0.1 0.1 0.1 0.20
H -5.007 -1.006 -1.160 0.0 0.0 -0.1 0.22
H -3.566 -2.040 -1.090 -0.1 0.0 0.0 0.21
H -4.788 1.377 -1.051 -0.1 0.0 0.0 0.21
H -3.337 3.369 -0.880 -0.1 0.1 0.0 0.22
H 0.046 3.178 -0.029 -0.1 0.0 -0.1 0.49
H 0.262 2.249 1.984 -0.1 0.1 0.0 0.22
H 2.639 1.958 2.584 0.1 0.1 0.1 0.23
H 4.785 -0.196 0.877 0.0 0.2 0.0 0.49
H 3.732 -2.010 0.013 0.0 0.0 -0.1 0.21
H 2.692 -1.811 -1.401 0.0 0.0 0.1 0.23
H 4.120 0.157 -2.141 0.0 0.1 -0.1 0.21
H 6.484 -0.374 -1.853 0.1 0.1 -0.1 0.21
H 6.065 -1.641 -0.603 0.0 -0.2 0.2 0.19
H 0.722 -0.653 -1.113 0.0 -0.1 -0.1 0.21
H -1.493 -1.088 0.068 0.1 -0.1 0.1 0.21
```
Forces are in eV/Å.

Computed properties:
E = -847.157784 Ha
E_HOMO = -8.06 eV
SMILES string = C=CCc1ccc(O)c(-c2ccc(O)c(CC=C)c2)c1
LUMO = 0.767 eV
charge = 0

=====

Question: The highest E belongs to which entry?
Answer: C18H18O2

=====

Question: Among the records above, which one has the lowest charge?
Answer: C18H18O2

=====

Question: Among the records above, which one has the lowest charge?
Answer: C18H18O2

=====

Copy entry 4 word for word.
Here is a single C18H18O2 molecule from OMol25. Energies are from ωB97M-V/def2-TZVPD.

```
38
Properties=species:S:1:pos:R:3:forces:R:3:nbo_charge:R:1
C -4.147 -2.812 1.341 0.0 -0.2 0.2 -0.41
C -4.481 -1.658 0.796 -0.1 0.0 -0.2 -0.15
C -4.102 -1.231 -0.590 0.0 0.0 0.2 -0.46
C -3.235 0.000 -0.519 0.0 0.0 -0.2 -0.04
C -3.751 1.264 -0.770 0.1 -0.1 0.0 -0.19
C -2.949 2.384 -0.672 0.2 0.2 0.1 -0.26
C -1.613 2.266 -0.306 -0.1 -0.3 0.0 0.30
O -0.866 3.403 -0.259 0.1 0.1 0.0 -0.67
C -1.079 1.001 -0.032 -0.1 0.1 0.0 -0.05
C 0.331 0.835 0.366 0.1 0.0 0.0 -0.10
C 0.881 1.568 1.416 0.0 -0.2 -0.1 -0.21
C 2.204 1.399 1.771 0.3 -0.1 0.0 -0.28
C 3.010 0.495 1.088 -0.3 0.1 -0.1 0.38
O 4.305 0.383 1.485 0.0 -0.1 0.1 -0.68
C 2.470 -0.267 0.046 0.2 -0.2 0.1 -0.10
C 3.324 -1.275 -0.689 -0.1 0.1 0.0 -0.48
C 4.437 -0.604 -1.441 -0.1 -0.1 0.0 -0.16
C 5.720 -0.880 -1.287 0.2 0.0 -0.1 -0.41
C 1.142 -0.079 -0.300 0.0 0.2 0.2 -0.18
C -1.903 -0.112 -0.152 -0.1 0.2 -0.1 -0.20
H -4.429 -3.073 2.347 -0.1 0.0 0.2 0.20
H -3.580 -3.552 0.799 0.1 -0.1 -0.2 0.19
H -5.045 -0.927 1.361 -0.1 0.1 0.1 0.20
H -5.007 -1.006 -1.160 0.0 0.0 -0.1 0.22
H -3.566 -2.040 -1.090 -0.1 0.0 0.0 0.21
H -4.788 1.377 -1.051 -0.1 0.0 0.0 0.21
H -3.337 3.369 -0.880 -0.1 0.1 0.0 0.22
H 0.046 3.178 -0.029 -0.1 0.0 -0.1 0.49
H 0.262 2.249 1.984 -0.1 0.1 0.0 0.22
H 2.639 1.958 2.584 0.1 0.1 0.1 0.23
H 4.785 -0.196 0.877 0.0 0.2 0.0 0.49
H 3.732 -2.010 0.013 0.0 0.0 -0.1 0.21
H 2.692 -1.811 -1.401 0.0 0.0 0.1 0.23
H 4.120 0.157 -2.141 0.0 0.1 -0.1 0.21
H 6.484 -0.374 -1.853 0.1 0.1 -0.1 0.21
H 6.065 -1.641 -0.603 0.0 -0.2 0.2 0.19
H 0.722 -0.653 -1.113 0.0 -0.1 -0.1 0.21
H -1.493 -1.088 0.068 0.1 -0.1 0.1 0.21
```
Forces are in eV/Å.

Computed properties:
E = -847.157784 Ha
E_HOMO = -8.06 eV
SMILES string = C=CCc1ccc(O)c(-c2ccc(O)c(CC=C)c2)c1
LUMO = 0.767 eV
charge = 0